Computed, not measured: a structure of composition C27H34KMn2N2O19 in a non-equilibrium geometry, with ωB97M-V/def2-TZVPD.

Structure (XYZ):
```
85
C27H34KMn2N2O19, DFT ωB97M-V/def2-TZVPD
K -22.943 4.777 -17.999
Mn -19.182 2.204 -17.431
Mn -21.778 0.705 -15.296
C -21.081 4.070 -12.931
C -21.117 5.475 -12.951
C -20.581 6.281 -14.132
O -20.682 7.559 -14.255
C -20.091 5.745 -15.236
C -20.028 4.309 -15.231
C -20.703 3.394 -14.137
O -20.840 2.183 -14.353
O -19.477 3.765 -16.186
O -21.687 5.990 -11.923
H -21.493 3.615 -12.042
H -19.632 6.327 -16.021
C -16.667 0.253 -14.845
C -16.296 -0.447 -13.732
C -17.318 -1.097 -12.834
O -16.999 -1.719 -11.690
C -18.646 -1.177 -13.206
C -19.096 -0.581 -14.382
C -18.025 0.225 -15.271
O -18.310 0.920 -16.212
O -20.267 -0.464 -14.772
O -14.997 -0.526 -13.554
H -15.990 0.684 -15.568
H -19.419 -1.590 -12.575
C -21.763 1.702 -17.737
O -21.100 2.494 -18.354
O -22.581 1.878 -16.881
O -20.938 0.967 -17.231
C -27.560 -1.329 -15.519
C -26.134 -1.016 -15.293
O -25.344 -1.903 -16.013
C -24.171 -1.491 -16.397
O -23.464 -0.663 -15.796
O -23.622 -2.362 -17.328
C -24.279 -3.518 -17.836
H -28.247 -0.672 -14.986
H -27.753 -2.352 -15.195
H -27.769 -1.430 -16.584
H -25.791 -1.259 -14.287
H -25.912 0.037 -15.466
H -23.776 -3.934 -18.708
H -25.362 -3.432 -17.930
H -24.211 -4.388 -17.182
C -20.413 -2.375 -17.184
C -20.233 -3.895 -17.492
O -19.689 -4.014 -18.800
C -20.434 -4.489 -19.846
O -21.690 -4.668 -19.739
O -19.627 -4.544 -20.867
C -20.126 -4.620 -22.176
H -20.926 -1.825 -17.973
H -19.449 -1.936 -16.929
H -20.954 -2.152 -16.265
H -21.220 -4.358 -17.512
H -19.525 -4.345 -16.797
H -20.951 -3.951 -22.422
H -20.489 -5.641 -22.293
H -19.302 -4.392 -22.853
C -19.664 5.509 -20.319
O -20.461 5.166 -19.416
N -19.483 4.910 -21.500
C -18.663 5.533 -22.622
C -20.186 3.740 -21.881
H -19.048 6.419 -20.255
H -19.129 6.264 -23.282
H -18.209 4.849 -23.340
H -17.753 5.988 -22.229
H -19.462 2.998 -22.217
H -20.642 3.218 -21.039
H -20.988 3.839 -22.613
C -28.476 2.840 -16.058
O -29.667 2.605 -16.394
N -27.411 3.024 -16.887
C -26.117 3.438 -16.450
C -27.494 2.647 -18.328
H -28.128 2.943 -15.019
H -25.603 3.970 -17.251
H -25.346 2.684 -16.285
H -26.186 4.123 -15.605
H -28.353 2.006 -18.525
H -27.575 3.552 -18.930
H -26.684 1.982 -18.629
```

Calculated values
Spin multiplicity: 11
HOMO level (spin up / spin down): -4.077 / -4.035 eV
Charge: -1
Frontier orbital gap (spin up / spin down): 4.6 / 4.5 eV


Computed, not measured: a cluster of 10 separate species, C20H40O40S10 in total in a non-equilibrium geometry, with ωB97M-V/def2-TZVPD.

Structure (XYZ):
```
110
C20H40O40S10, DFT ωB97M-V/def2-TZVPD
C 4.892 -3.105 -1.398
C 6.152 -2.724 -0.606
O 7.234 -2.895 -1.509
S 6.966 -4.242 -2.380
O 7.165 -5.420 -1.584
O 7.561 -4.170 -3.674
O 5.330 -3.954 -2.430
H 4.437 -2.223 -1.855
H 4.117 -3.580 -0.795
H 6.265 -3.390 0.251
H 6.071 -1.710 -0.226
C -0.138 -4.899 -1.280
C -0.613 -3.515 -0.827
O -1.791 -3.210 -1.576
S -1.918 -4.101 -2.939
O -1.165 -3.345 -3.895
O -3.265 -4.526 -3.188
O -0.983 -5.296 -2.362
H -0.327 -5.634 -0.501
H 0.876 -4.920 -1.671
H 0.134 -2.739 -1.004
H -0.833 -3.468 0.239
C -1.436 4.515 -4.172
C -2.271 3.462 -3.413
O -1.901 3.686 -2.020
S -0.518 4.516 -1.881
O 0.552 3.608 -2.185
O -0.514 5.304 -0.689
O -0.886 5.423 -3.200
H -1.885 5.122 -4.950
H -0.565 3.999 -4.581
H -1.882 2.447 -3.499
H -3.356 3.508 -3.419
C -3.334 -1.334 5.673
C -4.719 -0.855 5.294
O -4.617 -0.694 3.887
S -3.842 -1.986 3.265
O -3.179 -1.638 2.042
O -4.716 -3.122 3.278
O -2.807 -1.987 4.517
H -3.178 -1.972 6.547
H -2.625 -0.547 5.957
H -4.988 0.128 5.669
H -5.482 -1.603 5.520
C 4.316 1.445 2.417
C 2.800 1.174 2.656
O 2.366 2.264 3.458
S 3.491 3.450 3.661
O 3.998 3.360 4.996
O 2.997 4.716 3.236
O 4.460 2.830 2.539
H 4.748 0.935 1.561
H 4.827 0.973 3.265
H 2.695 0.204 3.145
H 2.149 1.076 1.793
C -0.198 1.895 6.393
C 1.293 1.627 6.670
O 1.596 0.753 5.613
S 0.459 -0.394 5.516
O 0.659 -1.413 6.518
O 0.260 -0.751 4.122
O -0.748 0.637 5.948
H -0.277 2.689 5.651
H -0.813 2.132 7.259
H 1.475 1.206 7.662
H 1.873 2.546 6.624
C -1.987 -0.437 -4.239
C -3.489 -0.406 -4.457
O -3.692 0.353 -5.644
S -2.335 1.148 -6.102
O -2.596 2.567 -6.069
O -1.713 0.560 -7.243
O -1.479 0.768 -4.800
H -1.437 -1.311 -4.594
H -1.670 -0.322 -3.202
H -3.962 0.192 -3.672
H -3.977 -1.375 -4.387
C 3.777 4.006 -1.184
C 5.294 4.141 -1.512
O 5.629 2.945 -2.235
S 4.484 1.776 -2.085
O 4.799 1.112 -0.842
O 4.306 1.019 -3.294
O 3.343 2.835 -1.846
H 3.073 4.816 -1.334
H 3.723 3.680 -0.137
H 5.943 4.039 -0.641
H 5.576 4.989 -2.132
C -5.709 -1.459 0.148
C -4.729 -2.347 -0.612
O -4.864 -2.032 -1.956
S -6.325 -1.504 -2.382
O -7.195 -2.572 -2.800
O -6.250 -0.278 -3.099
O -6.697 -1.124 -0.800
H -5.241 -0.579 0.599
H -6.176 -1.979 0.987
H -4.911 -3.403 -0.399
H -3.740 -2.117 -0.222
C -0.658 0.061 0.956
C -1.335 0.463 -0.358
O -0.379 0.243 -1.422
S 1.144 0.044 -0.786
O 1.755 1.301 -0.541
O 1.895 -0.986 -1.449
O 0.557 -0.599 0.558
H -1.136 -0.707 1.560
H -0.386 0.901 1.596
H -1.540 1.531 -0.406
H -2.131 -0.219 -0.657
```

Calculated values
SMILES string: O=S1(=O)OCCO1.O=S1(=O)OCCO1.O=S1(=O)OCCO1.O=S1(=O)OCCO1.O=S1(=O)OCCO1.O=S1(=O)OCCO1.O=S1(=O)OCCO1.O=S1(=O)OCCO1.O=S1(=O)OCCO1.O=S1(=O)OCCO1
HOMO level: -10.925 eV
Charge: 0
Frontier orbital gap: 10.7 eV
ΔE to the lowest compared entry with this formula, charge and spin: 41.5 kcal/mol


Computed, not measured: an isolated molecule of C5H8O in a non-equilibrium geometry, with ωB97M-V/def2-TZVPD.

Structure (XYZ):
```
14
C5H8O, DFT ωB97M-V/def2-TZVPD
C -0.970 0.215 -0.326
C 0.160 -0.259 -0.771
C -0.926 -0.117 -1.773
C -1.523 0.773 0.967
C 2.199 -0.602 0.565
O 1.512 -0.968 -0.651
H -1.574 -0.859 -2.163
H -0.810 0.649 -2.470
H -2.463 1.336 0.896
H -0.751 1.407 1.473
H -1.753 -0.035 1.618
H 2.724 -1.535 0.846
H 1.370 -0.433 1.335
H 2.807 0.429 0.453
```

Calculated values
SMILES string: COC1=C(C)C1
HOMO level: -8.629 eV
Charge: 0
Frontier orbital gap: 9.5 eV
ΔE to the lowest compared entry with this formula, charge and spin: 103.4 kcal/mol


Computed, not measured: a structure of composition C32H45BrO8P2SiTi, with ωB97M-V/def2-TZVPD.

Structure (XYZ):
```
90
C32H45BrO8P2SiTi, DFT ωB97M-V/def2-TZVPD
Ti -1.090 -0.506 -0.523
C 3.676 -3.729 2.326
C 2.316 -3.139 2.040
C 1.236 -3.561 3.003
O 2.470 -1.667 2.150
P 1.743 -0.698 1.168
O 0.350 -1.154 0.833
C 2.658 -0.679 -0.388
P 1.925 0.335 -1.672
O 0.482 -0.033 -1.863
O 2.709 0.181 -3.011
C 2.271 -0.691 -4.121
C 2.424 -2.138 -3.720
C 3.119 -0.292 -5.304
O 2.223 1.771 -1.169
C 1.996 2.986 -1.982
C 3.351 3.512 -2.391
C 1.191 3.926 -1.124
O 1.738 0.701 1.798
C 2.646 1.531 2.607
C 3.955 1.712 1.881
C 2.781 0.929 3.984
H 3.629 -4.814 2.236
H 3.994 -3.484 3.338
H 4.423 -3.359 1.625
H 2.010 -3.349 1.010
H 1.520 -3.311 4.025
H 1.098 -4.640 2.941
H 0.289 -3.081 2.765
H 2.663 -1.707 -0.761
H 3.689 -0.360 -0.227
H 1.221 -0.443 -4.290
H 3.461 -2.362 -3.467
H 2.135 -2.775 -4.556
H 1.772 -2.397 -2.885
H 4.170 -0.513 -5.123
H 3.012 0.768 -5.522
H 2.798 -0.853 -6.181
H 1.420 2.672 -2.857
H 3.928 3.807 -1.515
H 3.220 4.391 -3.021
H 3.912 2.768 -2.952
H 1.724 4.153 -0.201
H 0.224 3.494 -0.873
H 1.019 4.860 -1.660
H 2.089 2.468 2.654
H 4.515 0.776 1.832
H 4.571 2.426 2.429
H 3.798 2.099 0.876
H 3.359 0.007 3.962
H 1.801 0.734 4.410
H 3.297 1.642 4.628
Br -0.822 -3.846 -1.659
C -2.686 -3.981 -2.039
C -3.157 -5.149 -2.610
C -4.509 -5.254 -2.909
C -5.373 -4.202 -2.651
C -4.889 -3.031 -2.086
C -3.542 -2.923 -1.771
C -2.950 -1.696 -1.166
O -2.617 -1.701 0.059
O -2.578 -0.726 -1.906
H -2.481 -5.965 -2.819
H -4.880 -6.167 -3.352
H -6.422 -4.289 -2.890
H -5.552 -2.201 -1.882
C -6.767 1.160 0.684
C -6.237 2.115 -0.169
C -4.861 2.273 -0.263
C -3.988 1.483 0.492
C -4.545 0.522 1.336
C -5.917 0.363 1.438
Si -2.137 1.743 0.310
C -1.381 2.435 1.895
C -1.384 1.682 3.071
C -0.891 2.192 4.261
C -0.344 3.468 4.296
C -0.317 4.230 3.138
C -0.840 3.719 1.958
H -7.840 1.037 0.764
H -6.892 2.741 -0.760
H -4.465 3.025 -0.933
H -3.901 -0.131 1.919
H -6.324 -0.387 2.104
H -1.983 2.819 -0.720
H -1.799 0.677 3.072
H -0.942 1.597 5.164
H 0.039 3.872 5.224
H 0.086 5.234 3.159
H -0.845 4.350 1.078
```

Calculated values
Spin multiplicity: 2
HOMO level (spin up / spin down): -10.191 / -10.085 eV
Charge: +1
Frontier orbital gap (spin up / spin down): 8.3 / 8.2 eV
ΔE to the lowest compared entry with this formula, charge and spin: 0.5 kcal/mol


Computed, not measured: a structure of composition C37H48N3O6RuS, with ωB97M-V/def2-TZVPD.

Structure (XYZ):
```
96
C37H48N3O6RuS, DFT ωB97M-V/def2-TZVPD
Ru 0.184 -0.182 -1.887
C 0.445 -3.406 4.960
C 1.264 -2.161 4.581
C 0.601 -0.932 5.207
C 2.683 -2.285 5.154
C 1.333 -2.070 3.062
C 0.685 -1.070 2.360
C 0.743 -1.048 0.973
N 0.154 -0.126 0.168
C -0.692 0.875 0.520
C -1.639 0.874 1.544
C -2.430 1.976 1.721
C -2.227 3.123 0.893
C -1.340 3.182 -0.148
C -0.595 1.994 -0.402
O 0.172 1.821 -1.438
C -1.175 4.418 -1.032
C -2.039 5.582 -0.548
C 0.294 4.871 -1.001
C -1.590 4.090 -2.476
C -3.533 2.014 2.768
C -3.194 3.091 3.809
C -3.690 0.669 3.480
C -4.867 2.358 2.087
C 1.612 -1.979 0.260
O 1.859 -1.745 -0.956
C 2.175 -3.092 0.989
C 2.029 -3.084 2.347
C 2.909 -4.202 0.240
C 2.047 -4.699 -0.932
C 4.251 -3.663 -0.285
C 3.194 -5.401 1.148
H 0.358 -3.480 6.047
H -0.560 -3.351 4.535
H 0.917 -4.320 4.593
H 0.648 -1.010 6.295
H 1.107 -0.011 4.910
H -0.453 -0.855 4.926
H 2.635 -2.327 6.244
H 3.189 -3.188 4.808
H 3.293 -1.424 4.870
H 0.115 -0.309 2.871
H -1.770 -0.032 2.114
H -2.840 3.992 1.087
H -1.796 5.868 0.479
H -1.857 6.448 -1.187
H -3.105 5.347 -0.604
H 0.595 5.122 0.020
H 0.957 4.092 -1.377
H 0.421 5.762 -1.623
H -2.635 3.768 -2.509
H -1.487 4.984 -3.098
H -0.970 3.300 -2.899
H -2.238 2.873 4.294
H -3.125 4.083 3.355
H -3.971 3.122 4.577
H -2.803 0.418 4.070
H -4.539 0.721 4.164
H -3.874 -0.142 2.771
H -4.845 3.340 1.609
H -5.114 1.613 1.326
H -5.667 2.367 2.831
H 2.444 -3.904 2.917
H 1.886 -3.923 -1.678
H 2.542 -5.549 -1.408
H 1.065 -5.026 -0.579
H 4.097 -2.784 -0.912
H 4.907 -3.388 0.546
H 4.754 -4.431 -0.882
H 2.275 -5.783 1.602
H 3.633 -6.203 0.551
H 3.905 -5.159 1.943
N 2.420 0.100 -3.052
C 2.156 0.312 -4.441
C 3.147 0.513 -5.359
C 2.854 0.752 -6.718
C 1.560 0.776 -7.145
C 0.506 0.587 -6.222
C -0.854 0.633 -6.607
C -1.827 0.472 -5.674
C -1.461 0.264 -4.333
N -0.207 0.213 -3.939
C 0.800 0.361 -4.863
H 2.503 -0.882 -2.800
H 3.258 0.572 -2.746
H 4.179 0.483 -5.028
H 3.664 0.899 -7.421
H 1.320 0.949 -8.188
H -1.101 0.803 -7.649
H -2.875 0.496 -5.936
H -2.202 0.119 -3.556
O -0.572 -2.020 -2.044
S -1.991 -1.807 -1.382
O -2.979 -2.521 -2.146
O -2.142 -0.305 -1.528
O -1.875 -2.186 0.011
```

Calculated values
Spin multiplicity: 6
HOMO level (spin up / spin down): -6.793 / -8.061 eV
Charge: 0
Frontier orbital gap (spin up / spin down): 6.2 / 5.7 eV
ΔE to the lowest compared entry with this formula, charge and spin: 14.7 kcal/mol


Computed, not measured: a cluster of 13 separate species, C21H28Cl36INO5S in total in a non-equilibrium geometry, with ωB97M-V/def2-TZVPD.

Structure (XYZ):
```
93
C21H28Cl36INO5S, DFT ωB97M-V/def2-TZVPD
C 0.439 3.089 -1.616
C 0.725 1.728 -2.310
C -0.221 0.643 -1.791
C 0.283 -0.310 -0.650
C -0.928 -0.548 0.287
C -1.048 0.317 1.533
O -1.035 1.508 1.550
I -1.338 -0.754 3.420
O 0.415 -1.608 -1.302
S 1.907 -1.840 -1.837
O 2.324 -3.042 -1.248
O 1.953 -1.731 -3.235
O 2.531 -0.561 -1.179
C 1.679 -0.111 -0.094
C 2.086 1.264 0.370
C 2.081 -1.103 1.107
N 3.484 -1.454 0.935
H 1.354 3.585 -1.334
H -0.092 2.909 -0.693
H -0.143 3.711 -2.271
H 1.768 1.505 -2.160
H 0.590 1.895 -3.371
H -1.119 1.146 -1.470
H -0.511 0.016 -2.615
H -0.903 -1.576 0.609
H -1.828 -0.439 -0.300
H 1.227 1.898 0.516
H 2.671 1.727 -0.411
H 2.672 1.246 1.262
H 1.953 -0.618 2.067
H 1.468 -1.993 1.109
H 3.825 -2.040 1.686
H 4.051 -0.614 0.998
C -2.207 3.325 -5.022
Cl -2.455 1.586 -5.099
Cl -3.008 4.010 -3.615
Cl -0.478 3.695 -5.007
H -2.638 3.771 -5.909
C -6.487 6.239 -4.559
Cl -6.235 6.087 -2.818
Cl -6.059 7.854 -5.120
Cl -5.557 4.999 -5.392
H -7.534 6.073 -4.770
C 3.921 -4.570 3.726
Cl 4.275 -5.286 5.296
Cl 2.507 -3.523 3.815
Cl 5.302 -3.657 3.125
H 3.713 -5.369 3.028
C -4.354 1.228 0.009
Cl -4.233 -0.148 -1.092
Cl -5.137 2.610 -0.752
Cl -5.240 0.764 1.456
H -3.351 1.513 0.299
C 5.261 -1.100 6.807
Cl 6.819 -1.807 7.241
Cl 5.113 -0.911 5.058
Cl 3.934 -2.079 7.430
H 5.197 -0.120 7.260
C -7.170 5.088 1.629
Cl -7.094 5.438 -0.101
Cl -7.092 6.578 2.572
Cl -8.625 4.173 2.018
H -6.312 4.481 1.886
C -10.743 2.016 4.800
Cl -9.148 1.317 5.078
Cl -10.985 2.356 3.086
Cl -12.010 0.954 5.413
H -10.798 2.952 5.339
C 2.262 -5.286 -3.686
Cl 3.855 -5.912 -3.267
Cl 2.071 -5.202 -5.442
Cl 0.992 -6.280 -2.972
H 2.176 -4.288 -3.286
C -0.993 -2.309 -5.210
Cl -0.153 -0.768 -5.294
Cl -2.396 -2.190 -4.138
Cl -1.480 -2.861 -6.810
H -0.311 -3.041 -4.794
C 0.893 2.864 4.478
Cl -0.410 2.330 5.516
Cl 1.773 4.210 5.208
Cl 1.988 1.514 4.185
H 0.478 3.203 3.538
C 10.073 0.381 5.235
Cl 8.382 -0.109 5.148
Cl 11.050 -0.531 4.084
Cl 10.244 2.117 4.962
H 10.437 0.162 6.230
C 3.121 -9.132 -5.617
Cl 4.716 -9.757 -5.194
Cl 2.934 -9.045 -7.370
Cl 1.852 -10.127 -4.904
H 3.033 -8.130 -5.217
```

Calculated values
HOMO level: -9.688 eV
Charge: 0
Frontier orbital gap: 9.5 eV